{"formula": "C23H12ClN6O4PtS", "method": "ωB97M-V/def2-TZVPD", "symbols": ["Pt", "O", "C", "O", "C", "C", "Cl", "N", "N", "C", "C", "O", "O", "C", "C", "C", "C", "C", "C", "H", "H", "H", "H", "H", "H", "S", "N", "C", "C", "C", "C", "C", "N", "C", "C", "N", "C", "C", "C", "C", "C", "N", "H", "H", "H", "H", "H", "H"], "positions_angstrom": [[0.013, -0.623, 0.374], [3.893, -2.041, 4.438], [4.399, -2.087, 3.220], [5.518, -2.406, 2.973], [3.470, -1.778, 2.056], [3.858, -1.903, 0.672], [5.273, -2.494, 0.052], [2.831, -1.484, -0.094], [1.806, -1.168, 0.718], [2.190, -1.302, 2.006], [1.111, -0.893, 2.955], [1.172, -0.905, 4.135], [-0.056, -0.502, 2.315], [2.589, -1.226, -1.487], [3.612, -0.974, -2.375], [3.297, -0.650, -3.697], [1.982, -0.554, -4.125], [0.946, -0.784, -3.227], [1.254, -1.144, -1.922], [2.970, -1.750, 4.514], [4.647, -0.999, -2.067], [4.105, -0.461, -4.391], [1.758, -0.305, -5.153], [-0.085, -0.740, -3.551], [0.393, -1.559, -1.344], [-5.989, 3.734, -0.040], [-5.897, 2.138, 0.090], [-4.609, 1.826, 0.102], [-4.069, 0.490, 0.226], [-4.788, -0.708, 0.379], [-4.099, -1.896, 0.491], [-2.704, -1.910, 0.457], [-2.021, -0.775, 0.309], [-2.685, 0.402, 0.201], [-1.838, 1.551, 0.076], [-0.512, 1.286, 0.083], [0.394, 2.268, -0.007], [-0.033, 3.585, -0.138], [-1.382, 3.887, -0.152], [-2.319, 2.850, -0.044], [-3.759, 2.972, -0.032], [-4.432, 4.109, -0.143], [-5.871, -0.685, 0.415], [-4.622, -2.835, 0.611], [-2.143, -2.831, 0.555], [1.441, 2.002, 0.024], [0.716, 4.361, -0.216], [-1.722, 4.912, -0.239]], "e_homo_ha": -0.659, "total_charge": 3, "spin_multiplicity": 1, "largest_force_ev_per_a": 0.57, "total_energy_ev": -67750.086}

{"formula": "C23H13Cl2F3N6", "method": "ωB97M-V/def2-TZVPD", "symbols": ["F", "F", "F", "Cl", "Cl", "N", "N", "N", "N", "C", "C", "C", "C", "C", "C", "C", "C", "C", "C", "C", "C", "C", "C", "C", "C", "C", "C", "C", "C", "C", "C", "N", "N", "C", "H", "H", "H", "H", "H", "H", "H", "H", "H", "H", "H", "H", "H"], "positions_angstrom": [[-3.303, 3.900, 3.387], [-4.907, 4.017, 1.866], [-3.848, 5.840, 2.569], [-4.325, -4.831, 0.366], [-4.357, 6.139, -0.389], [4.202, -3.356, -2.407], [2.093, -3.630, -1.363], [0.061, 1.221, 1.952], [1.317, 0.563, 0.109], [5.170, -2.489, -2.644], [1.288, -2.933, -0.617], [5.218, -1.163, -2.029], [4.230, -0.763, -1.191], [1.925, -1.672, -0.248], [3.108, -1.669, -0.955], [0.574, 1.437, 0.755], [0.153, 0.038, 2.482], [1.420, -0.649, 0.633], [0.895, -0.943, 1.862], [-1.636, -5.248, -0.089], [-2.397, -2.944, 0.066], [-2.105, 4.889, -1.245], [-0.334, -4.797, -0.284], [-1.117, -2.491, -0.271], [-0.984, 4.065, -1.131], [-1.613, 3.596, 1.159], [-2.652, -4.304, 0.120], [-3.002, 5.044, -0.193], [-0.069, -3.412, -0.351], [-0.704, 3.422, 0.098], [-2.744, 4.427, 1.033], [3.212, -2.902, -1.594], [0.432, 2.642, 0.143], [-3.693, 4.551, 2.251], [6.014, -2.697, -3.313], [6.134, -0.554, -2.205], [4.251, 0.219, -0.752], [-0.330, -0.208, 3.456], [0.962, -1.902, 2.374], [-1.843, -6.328, -0.110], [-3.184, -2.202, 0.232], [-2.292, 5.410, -2.196], [0.440, -5.538, -0.357], [-0.897, -1.450, -0.376], [-0.349, 3.901, -1.999], [-1.390, 3.151, 2.096], [0.978, 2.604, -0.702]], "e_homo_ha": -0.313, "total_charge": 0, "spin_multiplicity": 1, "smiles": "FC(F)(F)c1cc(Nc2nccc(-c3c(-c4ccc(Cl)cc4)nn4ncccc34)n2)ccc1Cl", "largest_force_ev_per_a": 2.57, "total_energy_ev": -66199.669}

{"formula": "C23H14BrN3O5Pd", "method": "ωB97M-V/def2-TZVPD", "symbols": ["Pd", "Br", "C", "C", "C", "C", "O", "C", "C", "N", "C", "C", "C", "C", "C", "C", "C", "C", "N", "C", "C", "H", "H", "H", "H", "H", "H", "H", "H", "H", "H", "O", "C", "O", "C", "C", "C", "C", "C", "C", "N", "O", "O", "H", "H", "H", "H"], "positions_angstrom": [[0.358, -1.081, -1.044], [5.834, -2.742, 3.734], [4.714, -2.367, 2.252], [5.291, -1.993, 1.025], [4.495, -1.711, -0.045], [3.070, -1.773, 0.018], [2.418, -1.449, -1.037], [2.502, -2.194, 1.269], [1.117, -2.405, 1.523], [0.145, -2.319, 0.673], [-1.189, -2.573, 1.031], [-1.586, -3.335, 2.105], [-2.947, -3.530, 2.398], [-3.922, -2.985, 1.611], [-3.562, -2.232, 0.472], [-4.519, -1.667, -0.402], [-4.109, -0.971, -1.502], [-2.730, -0.835, -1.740], [-1.822, -1.343, -0.943], [-2.198, -2.032, 0.170], [3.362, -2.462, 2.365], [6.367, -1.925, 0.937], [4.923, -1.410, -0.992], [0.884, -2.674, 2.555], [-0.846, -3.811, 2.734], [-3.214, -4.128, 3.259], [-4.971, -3.132, 1.834], [-5.572, -1.801, -0.185], [-4.812, -0.527, -2.192], [-2.363, -0.289, -2.601], [2.920, -2.760, 3.308], [0.106, 0.837, -0.083], [0.214, 1.494, -1.167], [0.367, 0.924, -2.270], [0.145, 2.987, -1.090], [0.008, 3.618, 0.141], [-0.056, 5.001, 0.218], [0.012, 5.764, -0.937], [0.148, 5.113, -2.152], [0.219, 3.737, -2.255], [0.217, 5.923, -3.380], [0.147, 7.130, -3.264], [0.344, 5.338, -4.436], [-0.043, 3.009, 1.033], [-0.159, 5.488, 1.178], [-0.036, 6.842, -0.913], [0.332, 3.252, -3.213]], "e_homo_ha": [-0.287, -0.288], "total_charge": 0, "spin_multiplicity": 3, "largest_force_ev_per_a": 0.17, "total_energy_ev": -112305.934}

{"formula": "C23H14Cl2N2O3Rh", "method": "ωB97M-V/def2-TZVPD", "symbols": ["Rh", "Cl", "C", "C", "C", "C", "O", "C", "C", "N", "C", "C", "C", "C", "C", "C", "C", "C", "N", "C", "C", "H", "H", "H", "H", "H", "H", "H", "H", "H", "H", "Cl", "C", "C", "C", "C", "O", "C", "C", "O", "C", "H", "H", "H", "H"], "positions_angstrom": [[1.123, 0.515, -0.254], [-3.662, 1.469, -5.395], [-2.582, 0.877, -4.182], [-1.945, -0.366, -4.370], [-1.089, -0.869, -3.430], [-0.791, -0.150, -2.251], [0.006, -0.689, -1.375], [-1.448, 1.102, -2.069], [-1.385, 1.757, -0.817], [-0.453, 1.583, 0.075], [-0.655, 1.770, 1.471], [-1.324, 2.788, 2.083], [-1.536, 2.728, 3.480], [-1.104, 1.665, 4.222], [-0.398, 0.604, 3.603], [0.090, -0.545, 4.269], [0.768, -1.500, 3.565], [1.005, -1.311, 2.192], [0.566, -0.254, 1.551], [-0.153, 0.689, 2.229], [-2.358, 1.585, -3.042], [-2.147, -0.925, -5.274], [-0.608, -1.827, -3.572], [-2.213, 2.397, -0.520], [-1.696, 3.633, 1.519], [-2.064, 3.540, 3.960], [-1.291, 1.624, 5.287], [-0.078, -0.657, 5.333], [1.148, -2.391, 4.043], [1.575, -2.031, 1.619], [-2.871, 2.524, -2.876], [4.300, 6.972, -0.540], [3.712, 5.386, -0.190], [3.773, 4.902, 1.132], [3.317, 3.652, 1.448], [2.760, 2.805, 0.463], [2.367, 1.619, 0.830], [2.705, 3.299, -0.871], [2.243, 2.532, -1.969], [1.673, 1.417, -1.953], [3.200, 4.596, -1.172], [4.192, 5.537, 1.901], [3.373, 3.277, 2.461], [2.402, 2.953, -2.967], [3.164, 4.951, -2.194]], "e_homo_ha": -0.400, "total_charge": 1, "spin_multiplicity": 1, "largest_force_ev_per_a": 0.21, "total_energy_ev": -61248.762}

So what do the calculations give for relative energy (zero: lowest compared OMol25 entry of this formula, charge and spin)? Going down the list: 0.4771; 0.0000; 0.0586; 0.0132 eV.